Molecular formula: C27H33N4SbSe4Si2Y
Method: DFT, ωB97M-V/def2-TZVPD

Last column: Mulliken charge in e.
CARTESIAN COORDINATES (ANGSTROEM)
Y  0.63  0.34  -0.65  -0.03
C  1.99  4.06  1.67  -1.16
C  1.53  5.14  0.96  -0.78
C  0.63  4.92  -0.08  -1.04
C  0.22  3.64  -0.36  0.36
N  0.66  2.58  0.35  0.84
C  1.53  2.79  1.33  -0.03
C  -0.66  3.32  -1.51  0.68
C  -1.35  4.31  -2.22  -1.06
C  -2.07  3.95  -3.34  -0.81
C  -2.11  2.62  -3.73  -1.00
C  -1.44  1.69  -2.95  0.46
N  -0.74  2.04  -1.87  0.77
C  -1.39  0.25  -3.32  0.66
C  -2.28  -0.32  -4.23  -0.88
C  -2.12  -1.65  -4.58  -0.53
C  -1.09  -2.38  -4.01  -0.85
C  -0.28  -1.75  -3.08  -0.02
N  -0.44  -0.48  -2.73  0.36
H  2.75  4.15  2.44  0.50
H  1.89  6.13  1.17  0.40
H  0.30  5.75  -0.69  0.30
H  1.92  1.93  1.85  0.42
H  -1.30  5.34  -1.90  0.38
H  -2.59  4.70  -3.91  0.43
H  -2.63  2.33  -4.62  0.35
H  -3.07  0.27  -4.66  0.38
H  -2.80  -2.11  -5.28  0.43
H  -0.93  -3.42  -4.26  0.46
H  0.52  -2.29  -2.58  0.32
C  0.22  -2.05  4.22  -1.19
Si  0.51  -0.79  2.84  0.21
C  2.36  -0.70  2.63  -0.60
C  -0.25  0.81  3.48  -1.04
C  -0.26  -1.30  1.23  2.03
C  0.58  -2.35  0.62  -0.97
C  0.56  -3.72  0.90  -0.61
C  1.53  -4.55  0.36  -0.52
C  2.52  -4.01  -0.45  -0.93
C  2.48  -2.67  -0.74  -0.86
N  1.51  -1.88  -0.25  0.90
Si  -2.08  -1.43  1.10  0.07
C  -2.87  0.29  1.11  -1.00
C  -2.99  -2.41  2.43  -1.21
C  -2.59  -2.21  -0.55  -0.92
H  0.72  -1.73  5.14  0.35
H  0.64  -3.02  3.95  0.29
H  -0.84  -2.19  4.44  0.30
H  2.86  -0.25  3.49  0.57
H  2.74  -0.14  1.76  -0.17
H  2.76  -1.71  2.51  0.19
H  0.42  1.29  4.20  0.37
H  -1.19  0.60  4.00  0.39
H  -0.46  1.54  2.69  0.21
H  -0.19  -4.11  1.58  0.42
H  1.53  -5.60  0.60  0.43
H  3.33  -4.62  -0.84  0.46
H  3.23  -2.17  -1.35  0.53
H  -2.75  0.79  2.07  0.27
H  -3.94  0.23  0.89  0.41
H  -2.42  0.95  0.35  0.20
H  -2.84  -1.97  3.41  0.29
H  -2.63  -3.44  2.47  0.33
H  -4.06  -2.44  2.23  0.37
H  -2.54  -1.49  -1.37  0.06
H  -3.62  -2.57  -0.50  0.55
H  -1.95  -3.06  -0.81  0.33
Se  6.19  2.92  -1.94  -0.70
Sb  5.12  1.27  -0.53  0.66
Se  2.84  0.91  -1.83  -0.53
Se  5.87  -1.04  -0.45  -0.66
Se  4.68  2.15  1.71  -0.58

Values from the calculation:
Charge = -1
Multiplicity = 1
Energy above the lowest of the compared OMol25 structures with the same formula, charge and spin = 0.00 kcal per mole
LUMO energy = 0.6 eV